Record 1
11
Properties=species:S:1:pos:R:3:forces:R:3 method="wB97M-V/def2-TZVPD" multiplicity=1 molar_mass_g_mol=83.09 e_above_lowest_kj_mol=171.1 gap_ev=9.858 smiles=Nc1ccn[nH]1 lumo_ev=0.81 e_tot_ev=-7660.682 e_homo_ev=-9.048
N 0.90127 1.44833 0.76223 0.1 0.1 -0.4
C 0.17695 0.38602 0.22368 0.6 -0.3 -0.5
C -0.04802 -0.12809 -1.00904 0.4 0.0 -0.1
C -0.67829 -1.37951 -0.73098 -0.2 -0.1 0.1
N -0.95377 -1.55115 0.53504 -0.3 0.2 -0.5
N -0.44953 -0.42034 1.18256 0.0 0.7 -0.3
H 1.12626 2.14174 0.06402 0.1 0.1 -0.1
H 1.76480 1.04720 1.12192 -0.1 0.4 0.3
H 0.21650 0.29954 -1.96038 0.2 -0.2 -0.1
H -0.88167 -2.16294 -1.45262 -0.1 0.1 0.1
H -1.17450 0.31921 1.26358 -0.5 -0.9 1.5



Record 2
11
Properties=species:S:1:pos:R:3:forces:R:3 method="wB97M-V/def2-TZVPD" multiplicity=1 molar_mass_g_mol=83.09 e_above_lowest_kj_mol=92.7 gap_ev=10.400 smiles=Cc1c[nH]nn1 lumo_ev=0.89 e_tot_ev=-7661.495 e_homo_ev=-9.514
C 0.68978 -0.33031 1.54153 0.0 0.0 0.0
C 0.04354 0.12591 0.27306 0.0 -0.1 0.0
C -0.16715 -0.54279 -0.90759 0.0 0.1 0.1
N -0.76065 0.37983 -1.69976 0.0 0.0 -0.1
N -0.91602 1.54401 -1.06752 0.1 -0.1 0.1
N -0.43198 1.39706 0.12443 0.0 -0.1 -0.1
H 1.78014 -0.25382 1.47738 -0.1 0.0 0.0
H 0.43408 -1.36768 1.77894 0.0 0.2 -0.1
H 0.36250 0.30573 2.36675 0.0 -0.1 -0.1
H 0.04093 -1.55111 -1.23341 0.0 0.2 0.1
H -1.07517 0.29317 -2.65381 0.0 0.0 0.1



Record 3
11
Properties=species:S:1:pos:R:3:forces:R:3 method="wB97M-V/def2-TZVPD" multiplicity=1 molar_mass_g_mol=83.09 e_above_lowest_kj_mol=213.1 gap_ev=10.484 smiles=Nc1cc[nH]n1 lumo_ev=1.15 e_tot_ev=-7660.247 e_homo_ev=-9.339
N -1.91313 -0.17421 0.05589 -0.5 -1.1 -0.2
C -0.50252 -0.26820 -0.02484 -0.4 -0.3 0.0
N 0.33322 -1.26717 -0.25427 -0.2 0.2 0.1
N 1.52019 -0.64038 -0.18924 0.0 0.2 0.0
C 1.43622 0.70520 0.07144 -0.2 0.1 0.0
C 0.07439 0.97676 0.18575 -0.5 -0.5 -0.1
H -2.41608 -0.26560 -0.80834 -0.2 -0.4 0.0
H -2.34890 -0.60311 0.85259 -0.1 -0.4 -0.1
H 2.35347 -1.19591 -0.33028 -0.2 0.3 0.1
H 2.36839 1.26120 0.13545 -0.5 0.1 0.0
H -0.97229 1.43947 0.32386 2.8 1.8 0.2



Record 4
11
Properties=species:S:1:pos:R:3:forces:R:3 method="wB97M-V/def2-TZVPD" multiplicity=1 molar_mass_g_mol=83.09 e_above_lowest_kj_mol=331.9 gap_ev=9.410 smiles=Nc1cn[nH]c1 lumo_ev=1.05 e_tot_ev=-7659.016 e_homo_ev=-8.365
C -0.07214 -0.13526 0.35191 3.7 -5.4 4.2
C -1.37588 0.17608 0.14021 -1.5 1.6 -1.5
C 0.79826 0.48013 -0.52096 2.3 -3.6 -0.9
H 0.17062 -1.70447 2.05319 -0.8 0.8 0.3
H 1.56930 -1.35518 1.09257 -4.0 0.2 0.4
H -2.37417 -0.23712 0.61730 2.4 1.4 -1.2
H 0.31932 1.99026 -1.71620 -1.7 -2.2 -0.3
H 1.88528 -0.00121 -0.88494 -3.1 1.8 1.2
N 0.43169 -1.31302 1.17013 4.1 1.6 -2.6
N -1.26490 1.07984 -0.88410 -4.8 -0.7 0.1
N -0.08739 1.01994 -1.41910 3.3 4.5 0.2



Record 5
11
Properties=species:S:1:pos:R:3:forces:R:3 method="wB97M-V/def2-TZVPD" multiplicity=1 molar_mass_g_mol=83.09 e_above_lowest_kj_mol=347.3 total_charge=+2 gap_ev="10.279 / 6.523" lumo_ev="-10.95 / -11.78" e_tot_ev=-7637.005 e_homo_ev="-21.233 / -18.301"
C 1.49172 -0.26807 -0.05453 1.5 0.5 2.4
C -1.28331 1.45763 0.50938 0.2 -0.9 1.0
C -0.72235 -0.55395 -0.82898 -2.8 0.6 -0.5
N -1.31589 0.21704 0.14412 -1.3 1.2 2.0
N 0.57872 -0.69699 -0.83333 2.8 -1.4 -3.4
N 2.24549 -0.04741 0.78676 0.0 0.3 -0.3
H -1.60740 1.88950 1.52012 0.0 -0.4 -1.5
H -1.30662 -0.88526 -1.66045 -0.2 -0.4 -0.2
H -1.93911 -0.38733 0.73318 0.0 0.5 -0.1
H 0.93020 -1.10850 -1.73625 -0.1 0.2 0.9
H 2.92857 0.38334 1.41997 -0.1 -0.2 -0.3



Record 6
11
Properties=species:S:1:pos:R:3:forces:R:3 method="wB97M-V/def2-TZVPD" multiplicity=1 molar_mass_g_mol=83.09 e_above_lowest_kj_mol=19.4 total_charge=+2 gap_ev=7.796 lumo_ev=-12.11 e_tot_ev=-7640.404 e_homo_ev=-19.906
C 0.22883 1.16299 -0.12749 -0.3 0.8 0.3
C -1.75948 -0.00458 -0.00034 -2.9 0.0 0.0
C 0.23560 -1.16121 0.12754 -0.3 -0.8 -0.3
N -1.07935 -1.14720 -0.12554 1.6 -0.2 0.4
N 0.88587 0.00258 -0.00014 0.2 0.0 0.0
N -1.08548 1.14208 0.12581 1.6 0.2 -0.4
H 0.76079 2.08056 -0.39368 0.0 -0.2 0.1
H 0.77141 -2.07657 0.39363 0.0 0.2 -0.1
H -1.61954 -2.01196 -0.29120 0.2 0.2 0.1
H 1.91991 0.00547 -0.00040 -0.3 0.0 0.0
H -1.63184 2.00290 0.29167 0.2 -0.2 -0.1



Record 7
11
Properties=species:S:1:pos:R:3:forces:R:3 method="wB97M-V/def2-TZVPD" multiplicity=1 molar_mass_g_mol=83.09 e_above_lowest_kj_mol=620.8 total_charge=+2 gap_ev="10.299 / 6.927" lumo_ev="-11.73 / -14.21" e_tot_ev=-7634.171 e_homo_ev="-22.027 / -21.141"
C -0.51457 -0.19479 1.38971 0.0 1.3 -2.2
C 0.10582 -0.91641 -0.61249 -0.7 1.6 2.0
C 0.69631 2.38685 -0.74900 0.2 0.7 -0.2
N -0.74564 -1.51784 1.27136 -1.1 -2.9 0.3
N -0.48448 -1.90881 0.03119 -1.0 -0.8 0.5
N 0.06352 0.15174 0.21610 1.0 2.8 0.9
H -0.96628 0.39823 2.25126 1.2 -0.6 -1.2
H 0.58765 -0.83641 -1.53865 0.4 -0.6 -1.4
H 1.37229 2.95537 -0.04343 -0.6 -1.0 -0.4
H 0.76215 2.26666 -1.87198 0.0 -0.4 1.2
H -0.87675 -2.78459 -0.34408 0.6 -0.1 0.5



Record 8
12
Properties=species:S:1:pos:R:3:forces:R:3 method="wB97M-V/def2-TZVPD" multiplicity=1 molar_mass_g_mol=99.09 e_above_lowest_kj_mol=469.9 gap_ev=9.217 smiles=OCc1nc[nH]n1 lumo_ev=-0.20 e_tot_ev=-9705.714 e_homo_ev=-9.413
O -2.24521 0.73694 -0.50373 -0.4 0.4 -0.1
C -1.45830 -0.14959 0.19896 0.1 -2.1 -1.0
C -0.12440 0.31705 0.59474 -0.6 0.5 0.0
N 0.52298 1.05274 -0.33191 0.1 -0.4 0.9
N 1.68797 0.44756 -0.33533 0.6 0.1 0.4
C 1.77968 -0.55745 0.63556 -0.9 -2.1 -2.6
N 0.57922 -0.60570 1.24986 0.3 1.0 -0.6
H -1.67253 1.26805 -1.07887 -0.1 -0.2 0.2
H -1.05940 -1.07314 -0.48926 -1.3 1.7 1.0
H -1.95772 -0.65848 1.02026 -0.5 0.4 0.0
H 2.40977 0.78254 -0.95527 0.1 -0.1 0.1
H 1.53794 -1.56051 -0.00500 2.6 0.9 1.7